# 1
Formula: C33H57BeN4OP2S
Source: the Open Molecules 2025 dataset
Level of theory: the ωB97M-V functional and the def2-TZVPD basis

- M: 628.9 g mol⁻¹
- Calculated total energy: -72962.8761 eV
- Lowest unoccupied orbital energy (alpha / beta): -2.187 / -2.188 eV
- Charge: +1
- HOMO (alpha / beta): -0.315 / -0.315 Ha

```
99
Properties=species:S:1:pos:R:3:forces:R:3
H 2.953 2.187 -1.161 -0.059 0.156 0.164
H 4.144 -0.599 -3.713 -0.217 -0.274 0.009
H 0.176 2.053 7.049 0.070 0.136 0.040
H 2.441 -4.751 1.600 -0.078 -0.055 0.122
C 3.207 -1.390 -1.926 -0.244 -1.218 1.395
C 1.264 1.497 4.005 0.070 0.417 0.916
C 1.398 -2.762 3.289 -0.094 0.309 0.031
C -1.700 -1.154 -4.466 0.096 -0.410 0.222
H -0.998 0.025 4.209 0.041 0.034 0.023
C 0.713 2.128 6.121 0.791 0.606 -0.564
C -0.401 -5.306 -0.389 -0.016 -0.077 -0.035
H -0.536 -4.509 3.918 -0.004 0.078 -0.247
H 1.239 4.060 -2.266 0.184 -0.024 0.361
P 0.360 -2.797 0.731 0.057 -1.234 0.915
H -1.195 0.339 5.963 0.125 -0.041 -0.239
H -0.373 1.199 -4.803 -0.535 -0.062 0.436
H -4.072 1.049 -4.594 0.082 -0.460 -0.081
H -1.881 1.241 -5.687 -0.060 -0.162 0.281
H 2.336 1.134 -4.057 0.259 -0.308 0.440
H -2.243 2.568 -2.458 0.042 0.364 0.185
H 0.598 4.866 1.263 0.227 -0.020 0.057
C -0.709 -4.067 2.926 -0.239 -0.012 0.108
N -1.539 -0.317 -1.284 -2.366 1.595 -5.046
O -1.467 -1.080 1.907 0.765 -1.026 -0.426
H 0.918 -1.783 3.385 0.096 -0.216 -0.021
H -3.059 4.045 -1.864 0.159 -0.209 -0.133
C -2.105 3.489 -1.876 -0.404 0.332 -0.063
C -1.725 3.166 -0.438 0.696 -0.202 -0.201
H 2.332 4.528 1.450 -0.173 0.115 0.167
N 2.004 2.589 4.400 -0.055 -0.319 -0.411
H -1.368 4.132 -2.378 -0.110 -0.256 0.115
C -1.696 4.448 0.406 -0.136 -0.015 -0.043
H 1.795 -5.318 3.150 -0.016 0.113 -0.205
C 1.680 2.991 5.683 -0.906 -0.971 0.269
H -1.028 5.211 -0.017 -0.223 -0.259 0.223
H 1.125 3.329 1.976 0.054 0.144 -0.081
C -0.598 -3.782 -0.527 -0.455 -0.212 -0.399
H 3.981 -2.123 -1.715 -0.163 0.038 -0.177
N 0.466 1.235 5.093 0.249 -0.148 -0.663
H 2.145 3.821 6.171 0.084 0.127 0.038
H -2.071 -1.987 -3.846 0.145 0.162 -0.368
H -0.826 -5.700 0.545 0.239 0.126 -0.317
C -1.944 -0.009 -2.360 3.858 -0.798 2.436
H 0.280 2.266 -2.932 0.915 0.472 0.342
C 1.355 4.084 1.218 0.339 0.425 0.438
C 1.454 4.485 -1.278 0.168 0.262 -0.144
H -1.686 2.354 -4.352 0.120 -0.626 0.087
C 2.742 2.613 -0.180 0.190 -0.189 -0.172
H -2.716 4.868 0.423 0.294 -0.112 0.000
H -2.061 -1.294 -5.492 0.022 0.218 0.249
H -1.409 4.220 1.442 -0.080 0.191 -0.292
C 3.293 -0.556 -3.037 -0.550 1.575 -0.786
H -2.456 1.899 1.194 -0.126 0.018 -0.288
H -2.661 -4.124 -1.070 0.188 0.174 0.272
H -0.591 -1.177 -4.471 -0.609 -0.079 0.007
H 2.635 -2.087 0.907 -0.388 0.183 -0.219
C 0.750 1.909 -2.002 -1.841 -2.922 -2.452
H -2.327 -2.432 -0.652 0.009 -0.238 0.169
H 0.720 5.283 -1.124 0.248 -0.008 0.183
C 1.421 0.654 -2.163 -1.976 1.784 0.477
C -1.464 1.322 -4.672 0.192 0.210 0.134
C -0.478 0.128 5.161 -0.004 -0.002 0.206
H -3.723 2.775 0.284 0.254 -0.165 -0.001
C -2.773 2.222 0.191 0.105 0.190 0.001
H -0.321 -2.313 -2.144 0.132 -0.278 0.056
C -3.677 0.423 -3.788 -0.717 -0.095 0.153
H -1.250 -4.809 2.328 0.128 0.153 0.126
C -0.162 -3.381 -1.950 0.076 0.092 -0.056
C 2.119 -1.322 -1.070 0.880 -0.082 -0.329
S 1.316 0.696 2.525 0.186 0.216 0.539
H 2.699 1.796 0.551 0.154 0.254 -0.070
C -2.163 0.184 -3.863 -0.130 0.371 0.756
H 2.459 -3.320 -0.302 -0.374 0.412 0.044
H 0.987 -5.774 1.652 0.158 0.213 0.140
C 2.346 0.431 -3.214 0.616 -0.609 -0.294
H 0.038 -0.811 5.393 -0.049 0.196 -0.070
H -0.945 -5.791 -1.215 0.180 0.208 0.207
H 3.591 3.271 0.042 -0.176 -0.020 0.220
Be -0.160 -0.107 -0.300 0.074 0.912 1.198
C -0.595 -1.221 1.069 -0.411 2.082 -0.552
C -2.107 -3.468 -0.376 -0.016 -0.090 0.021
H 1.428 -3.233 4.283 -0.044 0.014 -0.299
C 1.450 3.440 -0.148 -0.536 0.467 0.408
H -1.353 -3.191 3.055 0.111 -0.089 -0.023
C 2.000 -2.374 0.050 0.420 0.223 -0.209
H 0.894 -3.617 -2.142 -0.272 0.058 0.000
H 2.458 4.919 -1.363 -0.191 0.165 0.160
H 0.656 -5.595 -0.474 -0.290 0.029 0.049
H 2.703 3.018 3.801 -0.360 -0.247 0.205
H -2.476 -3.647 0.644 0.091 0.051 -0.310
H -2.959 1.336 -0.423 0.024 0.254 0.283
H -3.920 0.952 -2.843 -0.039 -0.196 -0.589
N 1.213 -0.324 -1.198 0.594 -0.621 0.248
H -0.774 -3.943 -2.673 0.183 0.108 0.251
C 0.652 -3.693 2.318 0.377 -0.735 0.214
H 2.435 -2.589 2.979 -0.149 -0.028 0.059
P -0.008 2.275 -0.432 0.487 -0.820 0.170
H -4.138 -0.571 -3.734 -0.395 0.407 -0.189
C 1.516 -4.957 2.151 -0.025 -0.197 0.040
```
Positions in Å, forces in eV/Å.

# 2
Formula: C22H26ClN3O3
Source: the Open Molecules 2025 dataset
Level of theory: the ωB97M-V functional and the def2-TZVPD basis

- M: 415.9 g mol⁻¹
- Calculated total energy: -46373.7790 eV
- Lowest unoccupied orbital energy: -0.143 eV
- Charge: 0
- HOMO: -0.326 Ha
- Relative energy (zero: lowest compared OMol25 entry of this formula, charge and spin): 0.0 kJ/mol

```
55
Properties=species:S:1:pos:R:3:forces:R:3
H -5.443 4.665 -1.163 -0.017 -0.019 -0.082
H 5.624 -0.457 -2.023 -0.050 -0.166 0.105
O 0.741 -3.664 -0.626 -0.119 -0.297 -0.021
N 1.616 -1.627 -0.202 0.098 0.227 -0.021
C -1.796 -2.730 0.288 -0.161 -0.045 0.045
C 0.584 -2.487 -0.365 0.123 0.258 0.063
C 6.934 2.688 1.235 0.324 0.410 -0.144
C -1.054 -0.573 -0.481 0.155 -0.430 0.094
H 5.381 4.149 0.916 -0.071 0.073 0.042
O 6.059 1.566 1.137 -0.237 -0.246 -0.088
O 6.894 1.119 -0.924 0.302 0.251 -0.208
C 6.140 0.858 -0.016 0.016 -0.040 0.156
C -4.653 -0.334 0.348 0.056 0.374 -0.102
C 3.772 -1.824 0.963 -0.015 0.121 -0.096
N -2.582 1.226 -0.610 0.232 0.449 -0.198
C 2.999 -2.020 -0.352 0.101 -0.196 -0.019
H -7.238 3.497 0.056 0.009 0.006 0.083
H -5.790 3.521 1.066 -0.019 0.055 0.054
C -2.354 -0.062 -0.302 -0.509 -0.470 0.291
H 4.585 -2.548 1.018 0.042 -0.035 0.041
H -6.873 1.214 -0.607 -0.067 -0.009 0.064
C 3.661 -1.224 -1.492 0.199 -0.152 0.125
H -1.545 -3.760 0.489 -0.009 -0.085 0.009
C -0.771 -1.883 -0.180 -0.268 0.282 -0.129
C -4.877 0.990 0.047 -0.077 -0.541 0.154
H 3.541 -1.749 -2.439 -0.064 0.028 -0.041
C -6.239 1.600 0.199 -0.122 0.194 0.134
H 7.039 2.869 2.307 0.016 -0.051 -0.127
C 4.353 -0.420 1.074 -0.080 -0.040 0.428
H 3.104 -2.011 1.805 0.048 -0.046 -0.008
C -5.373 3.583 -1.039 0.097 0.149 0.258
C -3.376 -0.918 0.193 0.301 0.280 -0.179
H 1.428 -0.672 0.058 -0.106 -0.072 0.008
C -3.922 3.187 -0.798 -0.178 0.169 -0.150
C -6.217 3.123 0.142 -0.076 -0.092 -0.253
C -3.774 1.735 -0.447 0.180 -0.124 0.002
H 2.968 -3.086 -0.596 0.045 0.207 0.037
H 7.905 2.421 0.804 -0.127 0.032 0.155
H -3.516 3.773 0.032 0.017 0.039 -0.016
Cl -5.960 -1.315 0.923 -0.029 -0.029 0.001
H -5.739 3.114 -1.955 -0.046 0.020 -0.082
H 3.551 0.331 1.049 0.000 -0.019 0.099
H -6.681 1.263 1.140 -0.026 -0.022 -0.107
N 5.285 -0.188 -0.012 -0.091 -0.062 0.117
H 4.883 -0.301 2.022 -0.189 0.007 -0.090
H 7.027 4.758 0.675 0.058 0.130 0.010
H -3.843 -2.916 0.838 -0.009 -0.058 0.026
H -3.299 3.394 -1.669 0.040 -0.036 0.071
C 5.140 -0.997 -1.206 0.041 0.046 -0.413
C -3.065 -2.262 0.475 0.141 -0.202 0.034
H 5.654 -1.956 -1.079 0.018 0.037 -0.086
H 3.171 -0.252 -1.585 -0.004 0.036 -0.041
C 6.366 3.909 0.524 0.020 -0.411 0.111
H -0.318 0.103 -0.891 0.085 0.077 -0.045
H 6.287 3.708 -0.541 0.003 0.037 -0.071
```
Positions in Å, forces in eV/Å.

# 3
Formula: C27H22CoF3N5O7S
Source: the Open Molecules 2025 dataset
Level of theory: the ωB97M-V functional and the def2-TZVPD basis

- 2S+1: 4
- M: 676.5 g mol⁻¹
- Calculated total energy: -106758.7556 eV
- Lowest unoccupied orbital energy (alpha / beta): 4.751 / 4.750 eV
- Charge: -2
- HOMO (alpha / beta): -0.066 / -0.070 Ha
- Relative energy (zero: lowest compared OMol25 entry of this formula, charge and spin): 39.9 kJ/mol

```
66
Properties=species:S:1:pos:R:3:forces:R:3
H -4.949 0.837 -3.309 0.000 0.000 0.000
C 1.301 -5.233 1.023 0.025 0.018 0.010
S 0.819 2.339 2.267 0.057 0.002 -0.073
H 1.807 2.436 -1.696 0.001 0.004 -0.007
C -1.675 -0.950 3.746 -0.053 -0.004 -0.052
H -0.725 -1.924 2.481 0.022 -0.011 -0.104
O 3.737 -1.809 1.344 0.020 0.001 -0.015
C -2.730 -0.862 -1.415 0.068 0.019 0.073
H -1.367 3.200 -5.053 0.000 0.000 -0.003
C -4.458 1.229 -1.250 -0.001 -0.002 -0.009
C -0.338 1.439 -4.351 -0.016 0.023 -0.008
C 1.828 -3.946 1.070 0.062 -0.066 0.011
O 2.240 2.523 2.106 -0.040 0.004 -0.025
O 0.322 2.400 3.620 -0.052 -0.016 0.015
H -2.070 3.871 -2.768 0.000 0.003 0.001
C -0.566 -4.422 -0.260 0.021 0.001 0.018
F 0.483 4.952 2.184 -0.016 -0.011 -0.009
O 0.235 1.270 1.459 -0.059 -0.107 0.060
H -0.241 0.343 4.619 -0.011 0.007 0.003
C 1.174 -2.886 0.445 -0.075 0.028 0.088
H -3.700 1.336 0.765 0.003 0.008 0.009
C -0.068 -3.119 -0.208 0.020 -0.028 -0.058
F -1.233 3.830 1.488 0.012 -0.006 0.009
C -0.301 -0.714 4.356 0.094 0.034 -0.022
H 1.610 -1.400 3.902 -0.014 -0.025 0.014
C 2.595 1.983 -1.105 0.043 0.012 0.054
H -0.274 -1.303 5.276 0.022 0.019 0.016
C -3.663 0.820 -0.190 -0.004 0.001 -0.008
O -2.159 -3.003 -2.207 -0.004 0.029 0.050
H -1.456 2.518 -0.836 0.001 0.003 0.009
C -1.481 2.970 -2.914 -0.011 0.005 0.046
H 5.727 2.433 0.062 0.003 0.001 0.001
H -1.489 -4.596 -0.791 -0.008 -0.031 0.012
N -0.742 -1.987 -0.668 -0.050 0.034 0.148
C -3.500 -0.540 -2.528 -0.016 0.014 -0.045
H 5.148 0.194 1.069 -0.004 -0.005 -0.005
C 4.766 1.968 -0.122 -0.036 0.004 -0.007
N -2.807 -0.193 -0.267 0.009 0.006 -0.047
C 0.108 3.854 1.499 0.021 0.040 -0.014
H -0.025 1.128 -5.343 0.000 -0.003 -0.002
C -1.810 -2.071 -1.467 -0.090 -0.085 -0.011
F 0.524 4.014 0.236 0.009 0.011 0.026
H -0.301 -6.471 0.309 -0.007 0.001 -0.002
O -2.692 -0.528 4.243 -0.010 -0.041 0.032
H 1.829 -6.045 1.511 0.000 -0.001 -0.001
Co 0.265 -0.207 -0.365 0.030 0.242 -0.119
C -1.090 2.599 -4.193 0.020 -0.021 -0.035
H 0.591 -0.225 -3.405 0.012 0.000 -0.004
N 0.736 -1.179 3.448 -0.015 -0.016 -0.029
C 0.112 -5.469 0.355 -0.034 0.007 -0.026
C 0.007 0.678 -3.239 -0.048 -0.003 0.028
O -1.664 -1.676 2.637 -0.176 -0.092 0.149
N 2.308 0.802 -0.571 0.083 0.024 0.109
C -1.125 2.190 -1.816 0.014 0.022 -0.027
H 2.755 -3.745 1.583 -0.005 0.000 -0.006
H 0.919 -0.500 2.717 0.024 0.038 0.015
H -3.389 -1.130 -3.426 0.005 -0.009 0.004
C 2.859 -1.193 0.721 0.008 0.024 0.043
H -5.119 2.081 -1.141 -0.001 -0.001 0.007
C 3.215 0.191 0.189 -0.084 -0.093 -0.063
C 3.820 2.602 -0.913 0.011 -0.008 0.009
C 4.461 0.741 0.439 0.041 0.009 0.017
N 1.626 -1.564 0.384 0.114 0.105 -0.164
H 4.015 3.568 -1.360 -0.010 -0.001 -0.005
C -0.372 1.013 -1.926 0.067 -0.116 -0.098
C -4.363 0.536 -2.448 0.007 0.000 0.021
```
Positions in Å, forces in eV/Å.